Entry from the Open Molecules 2025 dataset: 6 unconnected molecules or ions with the total composition C14H25N8O at a distorted geometry (wB97M-V/def2-TZVPD).

Element x y z (Å)
1 N 4.081072 4.034757 -1.886046
2 C 3.262302 3.944477 -2.912972
3 N 3.039437 5.098865 -3.650894
4 C 1.608760 5.395802 -3.882710
5 C 0.694841 4.172292 -3.867423
6 O 0.027921 4.161431 -2.603778
7 C 1.446398 2.859019 -4.053865
8 N 2.708977 2.780112 -3.275763
9 H 4.431710 4.947546 -1.651517
10 H 4.349332 3.224843 -1.350781
11 H 3.580516 5.093742 -4.505635
12 H 1.267373 6.059498 -3.092433
13 H 1.532393 5.954202 -4.810394
14 H -0.037678 4.240210 -4.670552
15 H -0.872690 3.857099 -2.735882
16 H 0.811584 2.063290 -3.672819
17 H 1.648595 2.641585 -5.100039
18 H 2.646365 2.147581 -2.475662
19 C 1.523991 -1.495554 -1.745629
20 C 1.565346 -0.084856 -1.395298
21 N 1.598339 1.029254 -1.109974
22 H 2.445824 -1.973611 -1.423318
23 H 0.682751 -1.969324 -1.244102
24 H 1.409485 -1.604188 -2.822894
25 C -0.197476 1.601692 1.748422
26 C -0.671598 0.815535 2.882476
27 N -1.046750 0.152712 3.742585
28 H 0.042081 2.611697 2.073991
29 H 0.695784 1.141767 1.336682
30 H -0.964068 1.646049 0.978072
31 C 1.317178 -2.675729 3.419438
32 C 2.201550 -2.405128 2.299518
33 N 2.872359 -2.189537 1.395677
34 H 0.707016 -1.796626 3.623909
35 H 0.659758 -3.510214 3.183568
36 H 1.891143 -2.916349 4.311383
37 C -3.806284 -2.020521 3.832826
38 C -4.104082 -2.981488 2.779916
39 N -4.339950 -3.728327 1.941490
40 H -3.052115 -1.320711 3.481015
41 H -4.708009 -1.475788 4.104097
42 H -3.424135 -2.537827 4.710133
43 C -5.187320 -7.223626 2.708276
44 C -4.397473 -8.041672 3.618617
45 N -3.775447 -8.678849 4.341462
46 H -4.735536 -6.239009 2.601827
47 H -5.231938 -7.696623 1.729711
48 H -6.197610 -7.109483 3.095304

Atoms 1-3, force components in eV/Å:
-0.154 -0.123 -0.361
0.328 -0.529 -0.538
-0.269 -0.027 0.132

Results
- 2S+1 = 1
- max |F| (Eh/bohr) = 0.03702
- total charge = +1
- E_HOMO (eV) = -12.569


Entry from the Open Molecules 2025 dataset: C9H15IO in the gas phase at a distorted geometry (wB97M-V/def2-TZVPD).

Element x y z (Å)
1 C -0.442088 2.659847 0.206231
2 C -0.163891 1.115633 0.108334
3 C -0.763909 0.464260 1.378437
4 C -0.409614 -1.092064 1.636831
5 C 0.983184 -1.330656 1.057161
6 C 1.401482 -0.545631 -0.220022
7 I 3.643471 -0.620059 -0.365486
8 C 0.834975 -1.177608 -1.464368
9 C -0.690962 -0.964061 -1.431021
10 C -0.952338 0.501853 -1.129815
11 O 1.202947 0.852852 -0.118726
12 H -0.757612 2.948608 -0.828180
13 H 0.443588 3.122022 0.629400
14 H -1.215460 2.937680 0.840219
15 H -1.745664 0.729294 1.284460
16 H -0.243331 1.095562 2.093032
17 H -0.302786 -1.444162 2.600604
18 H -1.119719 -1.656691 1.107857
19 H 1.702916 -1.255919 1.893064
20 H 1.209667 -2.347680 0.845967
21 H 0.972974 -2.185472 -1.541331
22 H 1.341342 -0.802190 -2.264367
23 H -1.336500 -1.468813 -0.812972
24 H -0.970828 -1.339475 -2.510623
25 H -0.697569 1.030413 -1.949953
26 H -1.924276 0.772457 -1.044733

Atoms 1-3, force components in eV/Å:
1.474 -1.761 -2.351
-2.613 -1.066 -1.218
4.339 -1.119 0.678

Results
- energy relative to the best compared isomer or geometry (same formula, charge and spin) (eV) = 0.000
- 2S+1 = 1
- max |F| (Eh/bohr) = 0.08814
- SMILES string = C[C@]12CCC[C@](I)(CCC1)O2
- E_HOMO (eV) = -9.140


Result set for orbital gap: 9.5233, 9.6588 eV, one per record in the order listed.